No. 1
Density functional theory data (wB97M-V/def2-TZVPD) for C3H4Cl2Si in the gas phase in a non-equilibrium geometry.

The geometry in ORCA input format:
```
! wB97M-V def2-TZVPD RIJCOSX def2/J DEFGRID3
* xyz 0 1
Cl -3.118 -1.063 -0.158
Cl -2.134 1.586 0.168
Si -0.124 -0.653 0.520
C 2.980 0.725 -0.263
C 1.852 0.376 0.076
C -1.689 0.026 -0.398
H -1.556 0.148 -1.500
H -0.001 -2.064 0.295
H -0.106 -0.202 1.878
H 3.896 1.120 -0.619
*
```

- SMILES string = C#C[SiH2]C(Cl)Cl
- HOMO level (eV) = -10.1330

=====

No. 2
Density functional theory data (wB97M-V/def2-TZVPD) for a molecular structure, C3H4Cl3FNO3S2 in a non-equilibrium geometry.

The geometry in ORCA input format:
```
! wB97M-V def2-TZVPD RIJCOSX def2/J DEFGRID3
* xyz -1 1
Cl -2.000 -1.305 2.505
Cl 0.381 -1.753 3.933
Cl 0.442 -1.964 -1.390
S -1.100 1.422 0.085
S 0.687 0.007 1.690
F 0.045 -2.482 1.551
O -2.074 0.821 -0.857
O -0.376 2.559 -0.502
O -1.551 1.617 1.439
N 0.074 0.155 0.122
C -0.245 -1.378 2.366
C 0.905 -0.250 -0.938
C 0.750 0.571 -2.133
H 1.326 0.262 -2.996
H 1.061 1.550 -1.894
H -0.189 0.578 -2.528
H 1.864 -0.409 -0.452
*
```

- HOMO level (eV) = -5.7209

=====

No. 3
Density functional theory data (wB97M-V/def2-TZVPD) for 2 unconnected molecules or ions with the total composition C3H4Cl4S2 in a non-equilibrium geometry.

The geometry in ORCA input format:
```
! wB97M-V def2-TZVPD RIJCOSX def2/J DEFGRID3
* xyz 0 1
Cl 2.321 0.120 -0.608
Cl -1.047 3.654 0.880
Cl -0.014 -0.780 -1.872
Cl -3.214 -0.553 0.258
S -0.510 0.581 1.452
S -2.388 0.256 1.984
C 1.467 -2.464 -0.390
C 1.259 -1.232 -0.911
C -0.481 2.049 0.312
H -0.924 1.743 -0.596
H 0.654 -3.180 -0.547
H 2.374 -2.567 0.095
H 0.502 2.373 -0.058
*
```

- SMILES string = C=C(Cl)Cl.ClCSSCl
- HOMO level (eV) = -9.4584

=====

No. 4
Density functional theory data (wB97M-V/def2-TZVPD) for C3H4ClF in the gas phase in a non-equilibrium geometry.

The geometry in ORCA input format:
```
! wB97M-V def2-TZVPD RIJCOSX def2/J DEFGRID3
* xyz 0 1
Cl -1.922 -0.045 0.009
F 0.940 1.442 -0.004
C -0.263 -0.666 -0.036
C 2.145 -0.697 0.040
C 0.886 0.064 -0.042
H -0.023 -1.776 0.134
H 2.824 -0.393 -0.726
H 2.679 -0.452 0.974
H 2.131 -1.789 -0.274
*
```

- SMILES string = C/C(F)=C/Cl
- HOMO level (eV) = -9.3980

=====

No. 5
Density functional theory data (wB97M-V/def2-TZVPD) for 2 unconnected molecules or ions with the total composition C3H4ClF in a non-equilibrium geometry.

The geometry in ORCA input format:
```
! wB97M-V def2-TZVPD RIJCOSX def2/J DEFGRID3
* xyz 0 1
Cl -0.315 -0.534 -2.300
F -0.446 1.296 1.322
C 0.610 -0.598 0.403
C 0.190 0.311 -0.801
C -0.568 0.249 0.504
H 1.246 -0.171 1.040
H 0.712 -1.701 0.378
H 0.720 1.228 -1.016
H -2.149 -0.079 0.470
*
```

- HOMO level (eV) = -10.1009

=====

No. 6
Density functional theory data (wB97M-V/def2-TZVPD) for C3H4ClF2NO in the gas phase in a non-equilibrium geometry.

The geometry in ORCA input format:
```
! wB97M-V def2-TZVPD RIJCOSX def2/J DEFGRID3
* xyz 0 1
Cl -2.717 0.726 -2.879
F -0.144 -2.069 -0.735
F -0.907 -1.183 1.192
O -0.799 1.750 -1.449
N -1.544 -0.340 -0.777
C -0.438 -0.964 -0.079
C -1.526 0.789 -1.538
C 0.803 -0.024 -0.096
H -2.381 -0.885 -0.937
H 0.462 0.965 0.106
H 1.133 -0.087 -1.205
H 1.666 -0.399 0.616
*
```

- SMILES string = CC(F)(F)NC(=O)Cl
- HOMO level (eV) = -11.0614

=====

No. 7
Density functional theory data (wB97M-V/def2-TZVPD) for a gas-phase ion, C3H4ClF3N3 (charge +1) in a non-equilibrium geometry.

The geometry in ORCA input format:
```
! wB97M-V def2-TZVPD RIJCOSX def2/J DEFGRID3
* xyz 1 1
Cl 3.157 0.737 0.050
F -0.617 -2.069 -0.835
F -0.757 -1.494 1.338
F -0.342 0.499 -1.609
N 0.595 1.068 0.247
N -1.790 0.982 0.073
N 1.239 -1.126 0.169
C 1.544 0.234 0.178
C -0.192 -1.217 0.154
C -0.623 0.389 -0.203
H -2.404 0.589 0.724
H -2.311 1.159 -0.707
H 0.634 2.122 0.127
H 1.866 -1.873 0.294
*
```

- SMILES string = N[C@@]1(F)[NH+]=C(Cl)NC1(F)F
- HOMO level (eV) = -15.4321

=====

No. 8
Density functional theory data (wB97M-V/def2-TZVPD) for 2 unconnected molecules or ions with the total composition C3H4ClF3O2PS in a non-equilibrium geometry.

The geometry in ORCA input format:
```
! wB97M-V def2-TZVPD RIJCOSX def2/J DEFGRID3
* xyz -1 1
Cl 3.317 -1.961 0.590
S 1.383 2.580 -1.245
P 1.280 1.294 0.278
F -2.112 -0.695 1.421
F -3.043 -0.636 -0.489
F -1.002 -1.321 -0.298
O -0.282 1.114 0.838
O 2.181 1.477 1.468
C -1.385 0.999 0.014
C -1.867 -0.381 0.147
C 1.793 -1.634 -0.365
H 2.154 -1.498 -1.479
H -1.217 1.090 -1.066
H -2.149 1.705 0.230
H 0.951 -2.132 -0.045
*
```

- HOMO level (alpha / beta) (eV) = -3.4360 / -4.5673

=====

Respective ΔE to the lowest compared entry with this formula, charge and spin values: 401.97 0.00 0.00 54.28 289.28 24.28 59.76 171.72 kJ/mol.
Respective calculated total energy values: -36094.95353 -72765.14461 -74935.00937 -18414.51124 -18412.07558 -24671.27003 -28313.58243 -48071.24965 eV.